Molecular formula: C13H39N12O3
Method: DFT, wB97M-V/def2-TZVPD

Highest occupied orbital energy ... -11.8 eV
Charge ... +1
Orbital gap ... 7.03 eV
Largest force on an atom ... 2.0 eV Å⁻¹

Last column: natural (NBO) charge in e.
Geometry (Å):
C  4.636  -2.205  -1.208  -0.60
C  3.687  -1.001  -1.137  -0.39
C  4.386  0.271  -1.593  -0.39
C  3.531  1.541  -1.496  -0.42
C  2.741  1.845  -2.792  -0.39
C  1.230  2.037  -2.522  -0.42
C  0.629  0.671  -2.304  -0.22
N  -0.855  0.697  -2.051  -0.48
C  -1.249  -0.729  -1.802  -0.25
C  -2.798  -1.020  -1.747  0.39
N  -3.207  -1.834  -2.889  -0.82
N  -3.085  -1.857  -0.555  -0.83
N  -3.610  0.177  -1.766  -0.86
C  -1.012  1.498  -0.937  0.88
N  -1.825  2.574  -1.111  -0.83
N  -0.401  1.240  0.211  -0.79
H  4.052  -3.113  -1.297  0.21
H  5.253  -2.237  -0.319  0.21
H  5.279  -2.145  -2.078  0.21
H  2.828  -1.220  -1.771  0.17
H  3.336  -0.893  -0.114  0.19
H  5.281  0.386  -0.990  0.22
H  4.721  0.129  -2.619  0.20
H  2.844  1.436  -0.652  0.16
H  4.203  2.352  -1.245  0.27
H  3.161  2.750  -3.210  0.23
H  2.838  0.983  -3.447  0.20
H  0.820  2.555  -3.382  0.23
H  1.183  2.678  -1.640  0.18
H  0.770  0.099  -3.211  0.23
H  1.172  0.174  -1.502  0.20
H  -0.717  -1.110  -0.922  0.16
H  -0.846  -1.270  -2.644  0.23
H  -3.271  -1.203  -3.683  0.38
H  -2.530  -2.562  -3.080  0.37
H  -2.498  -1.554  0.220  0.34
H  -2.714  -2.780  -0.778  0.37
H  -4.458  -0.049  -2.280  0.40
H  -3.947  0.302  -0.813  0.37
H  -1.492  3.387  -0.596  0.39
H  -2.780  2.329  -0.863  0.45
H  -0.414  0.311  0.608  0.45
H  0.037  2.010  0.703  0.44
C  -4.267  -4.952  2.309  0.77
O  -4.414  -5.779  3.184  -0.64
N  -3.467  -3.848  2.474  -0.87
N  -4.884  -5.041  1.092  -0.85
H  -3.335  -3.150  1.768  0.38
H  -2.993  -3.751  3.355  0.41
H  -5.478  -5.834  0.937  0.41
H  -4.777  -4.360  0.363  0.39
C  -3.536  -1.480  5.929  0.77
O  -2.372  -1.501  5.554  -0.69
N  -3.964  -0.682  6.949  -0.84
N  -4.493  -2.255  5.344  -0.84
H  -4.913  -0.653  7.271  0.39
H  -3.278  -0.103  7.397  0.41
H  -4.189  -2.849  4.597  0.40
H  -5.457  -2.262  5.616  0.39
C  5.185  4.855  0.280  0.78
O  5.360  3.676  0.018  -0.68
N  5.665  5.858  -0.509  -0.84
N  4.497  5.263  1.389  -0.85
H  5.536  6.832  -0.311  0.39
H  6.179  5.591  -1.328  0.41
H  4.140  4.549  1.996  0.40
H  4.346  6.225  1.627  0.39

***

Molecular formula: C13H40CoGeN3Si3
Method: DFT, wB97M-V/def2-TZVPD

Highest occupied orbital energy (alpha / beta) ... -13.9 / -14.2 eV
Multiplicity ... 3
Charge ... +2
Energy relative to the best compared isomer or geometry (same formula, charge and spin) ... 13.8 kcal per mole
Orbital gap (alpha / beta) ... 6.23 / 7.15 eV
Largest force on an atom ... 2.8 eV Å⁻¹

Last column: natural (NBO) charge in e.
Geometry (Å):
Co  -0.748  0.002  -1.786  1.00
N  -0.933  -1.903  -2.277  -0.89
C  0.390  -2.463  -2.613  -0.24
C  1.161  -1.436  -3.451  -0.24
N  1.169  -0.167  -2.728  -0.69
C  1.273  1.069  -3.498  -0.24
C  0.783  2.216  -2.610  -0.24
N  -0.585  1.924  -2.137  -0.88
H  -1.462  -2.555  -1.700  0.43
H  -1.456  -1.821  -3.155  0.40
H  0.300  -3.393  -3.181  0.23
H  0.918  -2.670  -1.681  0.22
H  0.638  -1.292  -4.400  0.21
H  2.167  -1.805  -3.677  0.24
H  1.897  -0.189  -2.018  0.40
H  0.631  0.990  -4.381  0.21
H  2.292  1.272  -3.843  0.23
H  0.815  3.153  -3.173  0.24
H  1.432  2.300  -1.734  0.22
H  -1.222  2.012  -2.937  0.41
H  -0.873  2.640  -1.470  0.43
C  3.390  0.877  0.701  -1.10
Si  2.192  -0.537  1.162  1.32
C  2.717  -2.216  0.411  -1.11
C  2.023  -0.709  3.052  -1.10
Ge  -0.176  -0.046  0.457  -0.31
Si  -1.995  -1.683  1.219  1.37
C  -1.354  -3.464  0.926  -1.11
C  -2.156  -1.382  3.090  -1.11
C  -3.491  -1.179  0.136  -1.11
Si  -0.914  2.408  1.446  1.44
C  -0.675  2.219  3.319  -1.12
C  -2.711  2.628  0.839  -1.13
C  0.283  3.717  0.718  -1.13
H  4.409  0.568  0.911  0.27
H  3.203  1.762  1.301  0.25
H  3.360  1.172  -0.344  0.22
H  3.558  -2.610  0.973  0.27
H  3.036  -2.155  -0.625  0.23
H  1.921  -2.952  0.482  0.24
H  2.988  -0.918  3.504  0.27
H  1.361  -1.527  3.318  0.24
H  1.643  0.195  3.517  0.24
H  -0.542  -3.686  1.614  0.26
H  -0.988  -3.672  -0.075  0.21
H  -2.148  -4.177  1.132  0.27
H  -1.182  -1.426  3.571  0.25
H  -2.781  -2.142  3.550  0.27
H  -2.600  -0.416  3.311  0.25
H  -3.166  -0.786  -0.831  0.20
H  -4.064  -0.396  0.623  0.26
H  -4.174  -2.003  -0.049  0.27
H  -1.214  1.369  3.725  0.25
H  -1.035  3.108  3.832  0.27
H  0.374  2.102  3.574  0.25
H  -3.411  2.298  1.601  0.26
H  -2.933  2.071  -0.068  0.23
H  -2.928  3.675  0.646  0.26
H  1.288  3.336  0.572  0.24
H  0.359  4.540  1.426  0.28
H  -0.051  4.157  -0.218  0.23

***

Molecular formula: C13H40N2O9P2RuSi4
Method: DFT, wB97M-V/def2-TZVPD

Highest occupied orbital energy (alpha / beta) ... -11.6 / -11.5 eV
Multiplicity ... 2
Charge ... +1
Energy relative to the best compared isomer or geometry (same formula, charge and spin) ... 0.0 kcal per mole
Orbital gap (alpha / beta) ... 7.76 / 7.67 eV
Largest force on an atom ... 2.0 eV Å⁻¹

Last column: Löwdin spin population.
Geometry (Å):
Ru  -0.630  -0.433  0.538  1.00
C  -2.984  3.276  -1.204  0.00
C  -2.957  2.708  0.209  0.00
O  -3.840  3.402  1.091  0.00
P  -1.303  2.821  0.984  0.01
O  -1.545  3.140  2.500  0.00
O  -0.489  4.043  0.394  0.00
O  -0.433  1.629  0.712  0.02
P  -3.364  0.910  0.225  0.00
O  -2.738  0.626  1.718  0.00
O  -4.824  0.717  0.235  0.00
O  -2.415  0.252  -0.757  0.01
H  -2.902  4.363  -1.172  0.00
H  -3.928  3.015  -1.683  0.00
H  -2.175  2.871  -1.812  0.00
H  -4.712  2.983  1.012  0.00
H  -2.504  3.226  2.669  0.00
H  -0.891  4.908  0.555  0.00
H  -3.237  -0.089  2.141  0.00
C  -5.405  -2.709  0.868  0.00
O  -4.261  -3.129  0.078  0.00
C  -3.104  -2.629  0.446  0.00
O  -2.899  -1.862  1.363  0.01
N  -2.079  -3.060  -0.339  0.00
N  -0.817  -2.441  -0.167  0.01
H  -6.236  -3.276  0.467  0.00
H  -5.551  -1.638  0.740  0.00
H  -5.235  -2.961  1.912  0.00
H  -2.217  -3.657  -1.136  0.00
H  -0.387  -2.371  -1.085  0.00
H  -0.221  -3.062  0.380  0.00
C  2.585  2.943  0.781  0.00
Si  2.302  2.033  -0.834  0.00
C  4.013  1.648  -1.523  0.00
C  1.386  3.058  -2.125  0.00
Si  1.105  -0.039  -0.780  -0.05
Si  1.041  -0.986  2.136  0.00
C  2.859  -0.635  1.758  -0.01
C  0.539  0.009  3.650  0.00
C  0.920  -2.831  2.533  0.01
Si  2.112  -1.798  -2.144  0.00
C  1.509  -1.441  -3.887  0.00
C  1.575  -3.550  -1.671  0.00
C  3.984  -1.817  -2.041  0.00
H  2.875  3.952  0.473  0.00
H  3.432  2.513  1.317  0.00
H  1.746  3.022  1.466  0.00
H  4.645  2.535  -1.419  0.00
H  3.975  1.400  -2.586  0.00
H  4.509  0.839  -0.985  0.00
H  1.641  4.117  -2.056  0.00
H  0.302  2.981  -2.030  0.00
H  1.665  2.713  -3.123  0.00
H  3.042  0.429  1.595  0.00
H  3.216  -1.186  0.880  0.00
H  3.488  -0.943  2.599  0.00
H  0.784  1.065  3.517  0.00
H  1.069  -0.351  4.535  0.00
H  -0.532  -0.052  3.854  0.00
H  1.449  -3.460  1.809  0.00
H  -0.113  -3.184  2.612  0.00
H  1.391  -3.021  3.501  0.00
H  0.424  -1.320  -3.935  0.00
H  1.779  -2.264  -4.554  0.00
H  1.962  -0.532  -4.289  0.00
H  0.625  -3.851  -2.121  0.00
H  1.537  -3.742  -0.596  0.00
H  2.334  -4.227  -2.072  0.00
H  4.465  -0.967  -2.519  0.00
H  4.270  -2.721  -2.588  0.00
H  4.371  -1.908  -1.026  0.00

***

Molecular formula: C13H41CuF2N2O11S2
Method: DFT, wB97M-V/def2-TZVPD

Highest occupied orbital energy (alpha / beta) ... -11.9 / -11.9 eV
Multiplicity ... 2
Charge ... +1
Orbital gap (alpha / beta) ... 8.97 / 2.85 eV
Largest force on an atom ... 6.8 eV Å⁻¹

Last column: Löwdin spin population.
Geometry (Å):
Cu  5.879  -1.863  1.463  0.00
N  7.849  -2.451  1.110  0.00
S  8.993  -3.265  1.813  0.00
O  10.201  -2.587  2.195  0.00
O  9.069  -4.664  1.462  0.00
F  8.191  -3.333  3.225  0.00
S  8.854  -2.002  -0.173  0.00
O  9.448  -3.097  -0.865  0.00
O  9.724  -0.896  0.105  0.00
F  7.815  -1.379  -1.193  0.00
C  13.980  -6.596  -0.290  0.09
C  13.432  -5.343  0.409  0.15
C  12.254  -4.718  -0.404  0.17
O  12.923  -5.686  1.639  0.55
H  14.449  -6.222  -1.204  0.01
H  13.222  -7.331  -0.561  0.00
H  14.812  -7.049  0.250  0.01
H  14.198  -4.569  0.403  0.00
H  11.309  -5.262  -0.345  0.00
H  12.568  -4.585  -1.437  0.02
H  12.044  -3.771  0.096  0.01
H  12.332  -6.466  1.509  0.00
C  5.501  -0.708  -4.446  0.00
C  4.924  -1.700  -3.443  0.00
C  5.836  -2.932  -3.296  0.00
O  4.720  -1.025  -2.204  0.00
H  4.708  0.029  -4.615  0.00
H  5.646  -1.145  -5.431  0.00
H  6.350  -0.190  -4.000  0.00
H  3.954  -1.972  -3.875  0.00
H  6.075  -3.236  -2.270  0.00
H  6.835  -2.778  -3.709  0.00
H  5.395  -3.820  -3.752  0.00
H  4.538  -1.740  -1.582  0.00
C  9.210  1.458  -2.553  0.00
C  8.783  2.094  -3.865  0.00
C  7.880  3.288  -3.545  0.00
O  9.945  2.611  -4.530  0.00
H  10.162  0.921  -2.627  0.00
H  8.419  0.810  -2.177  0.00
H  9.494  2.193  -1.793  0.00
H  8.245  1.378  -4.491  0.00
H  7.470  3.761  -4.443  0.00
H  8.455  4.102  -3.107  0.00
H  7.025  2.930  -2.972  0.00
H  10.411  1.837  -4.867  0.00
O  6.424  -6.741  3.103  0.00
H  6.599  -7.626  3.442  0.00
H  7.190  -6.528  2.558  0.00
O  12.872  -0.134  -0.503  0.00
H  12.043  -0.619  -0.435  0.00
H  12.610  0.756  -0.760  0.00
O  6.433  -5.170  0.154  0.00
H  6.807  -5.717  -0.544  0.00
H  7.201  -4.819  0.615  0.00
C  6.897  2.353  0.416  0.00
C  6.875  0.890  0.942  0.00
C  6.609  1.025  2.432  0.00
O  6.555  -0.322  2.911  0.00
C  6.847  -0.507  4.289  0.00
N  5.844  0.117  0.259  0.00
H  7.427  2.412  -0.539  0.00
H  7.494  3.034  1.028  0.00
H  5.916  2.788  0.218  0.00
H  7.900  0.595  0.734  0.00
H  5.680  1.529  2.709  0.00
H  7.453  1.538  2.898  0.00
H  7.739  0.073  4.532  0.00
H  6.999  -1.558  4.522  0.00
H  6.022  -0.178  4.930  0.00
H  6.048  -0.003  -0.730  0.00
H  4.917  0.532  0.235  0.00

***

Molecular formula: C13H42N2O8
Method: DFT, wB97M-V/def2-TZVPD

Highest occupied orbital energy ... -8.3 eV
Charge ... 0
Energy relative to the best compared isomer or geometry (same formula, charge and spin) ... 57.5 kcal per mole
Orbital gap ... 8.55 eV
Largest force on an atom ... 10.5 eV Å⁻¹
SMILES ... NC(N)=O.CCO.CCO.CCO.CCO.CCO.CO.CO

Last column: natural (NBO) charge in e.
Geometry (Å):
N  -15.283  -22.928  -2.522  -0.82
C  -15.473  -23.015  -1.289  0.74
N  -15.948  -24.141  -0.794  -0.88
O  -15.217  -21.892  -0.486  -0.77
H  -14.858  -22.083  -2.889  0.41
H  -15.733  -23.510  -3.255  0.43
H  -16.096  -24.166  0.238  0.43
H  -16.012  -25.000  -1.365  0.43
C  -16.905  -27.008  1.127  -0.63
C  -17.588  -27.365  2.400  -0.06
O  -16.989  -26.613  3.466  -0.73
H  -17.009  -25.923  0.842  0.21
H  -17.254  -27.699  0.329  0.21
H  -15.842  -27.299  1.212  0.21
H  -17.588  -28.491  2.637  0.15
H  -18.621  -27.107  2.375  0.16
H  -17.595  -26.541  4.207  0.47
C  -16.069  -28.768  -2.355  -0.62
C  -17.058  -27.655  -2.620  -0.07
O  -16.366  -26.464  -2.546  -0.76
H  -15.328  -28.727  -3.175  0.20
H  -16.576  -29.746  -2.383  0.21
H  -15.559  -28.618  -1.430  0.20
H  -17.841  -27.699  -1.839  0.18
H  -17.513  -27.903  -3.613  0.16
H  -15.815  -26.394  -3.367  0.50
C  -15.304  -26.512  -5.506  -0.65
C  -15.242  -24.950  -5.502  -0.07
O  -16.238  -24.383  -4.691  -0.78
H  -16.363  -26.820  -5.548  0.20
H  -14.893  -27.002  -4.603  0.20
H  -14.786  -26.893  -6.351  0.23
H  -15.462  -24.667  -6.591  0.17
H  -14.264  -24.554  -5.348  0.19
H  -16.911  -24.040  -5.314  0.52
C  -19.112  -25.942  -5.298  -0.66
C  -18.639  -25.358  -6.619  -0.07
O  -18.173  -24.097  -6.468  -0.74
H  -19.946  -25.386  -4.820  0.22
H  -18.218  -25.846  -4.660  0.22
H  -19.287  -27.047  -5.430  0.22
H  -19.555  -25.328  -7.211  0.16
H  -17.858  -25.846  -7.180  0.18
H  -18.886  -23.501  -6.798  0.50
C  -13.042  -29.375  -6.994  -0.63
C  -13.095  -29.338  -5.478  -0.07
O  -12.322  -28.252  -4.898  -0.75
H  -13.824  -30.015  -7.401  0.21
H  -12.058  -29.625  -7.455  0.22
H  -13.284  -28.358  -7.317  0.20
H  -12.626  -30.260  -5.156  0.16
H  -14.109  -29.366  -5.148  0.15
H  -12.613  -28.236  -3.973  0.49
C  -19.022  -24.128  -2.240  -0.25
O  -18.667  -23.487  -1.025  -0.73
H  -18.820  -25.191  -2.214  0.15
H  -18.572  -23.722  -3.115  0.16
H  -20.082  -24.129  -2.301  0.17
H  -17.727  -23.619  -0.987  0.47
C  -13.008  -28.647  -1.456  -0.25
O  -13.051  -27.756  -2.562  -0.75
H  -13.694  -28.431  -0.696  0.18
H  -12.012  -28.503  -1.054  0.18
H  -13.092  -29.660  -1.806  0.19
H  -13.207  -26.851  -2.177  0.50

***

Molecular formula: C13H42N6O13
Method: DFT, wB97M-V/def2-TZVPD

Highest occupied orbital energy ... -9.5 eV
Charge ... 0
Energy relative to the best compared isomer or geometry (same formula, charge and spin) ... 0.0 kcal per mole
Orbital gap ... 9.78 eV
Largest force on an atom ... 3.1 eV Å⁻¹
SMILES ... NC(N)=O.NC(N)=O.NC(N)=O.OCCO.OCCO.OCCO.OCCO.OCCO

Last column: Löwdin charge in e.
Geometry (Å):
N  3.607  -4.061  1.505  0.13
C  4.563  -3.627  2.455  -0.65
N  4.321  -2.419  3.026  0.15
O  5.580  -4.271  2.767  -0.01
H  2.644  -3.591  1.545  0.09
H  3.799  -4.984  1.190  0.08
H  3.471  -1.894  2.776  0.09
H  4.925  -2.092  3.729  0.09
N  4.333  -1.011  -1.339  0.16
C  4.152  0.268  -1.837  -0.63
N  4.387  0.403  -3.201  0.14
O  3.857  1.228  -1.113  0.01
H  4.319  -1.261  -0.371  0.10
H  4.654  -1.668  -2.027  0.10
H  3.677  1.041  -3.579  0.11
H  4.492  -0.442  -3.758  0.10
N  -2.164  3.392  0.673  0.15
C  -2.721  2.339  1.393  -0.61
N  -3.565  2.569  2.459  0.17
O  -2.429  1.203  1.038  0.00
H  -2.820  4.203  0.633  0.11
H  -1.729  3.204  -0.226  0.07
H  -4.288  1.857  2.687  0.10
H  -3.732  3.542  2.637  0.09
O  -0.162  2.408  -1.316  -0.12
C  0.964  3.212  -1.640  -0.22
C  0.907  3.658  -3.079  -0.22
O  0.782  2.527  -3.984  -0.10
H  0.144  1.907  -0.546  0.05
H  0.999  4.122  -0.987  0.14
H  1.876  2.551  -1.554  0.11
H  1.915  3.995  -3.359  0.12
H  0.129  4.379  -3.267  0.11
H  -0.179  2.284  -4.052  0.07
O  -1.747  1.380  -3.417  -0.12
C  -2.954  0.678  -3.497  -0.21
C  -3.322  -0.003  -2.155  -0.19
O  -2.174  -0.144  -1.350  -0.09
H  -1.371  1.234  -2.520  0.06
H  -3.688  1.446  -3.693  0.11
H  -2.859  -0.068  -4.297  0.12
H  -3.766  -0.986  -2.345  0.12
H  -4.029  0.625  -1.602  0.12
H  -2.316  0.297  -0.502  0.03
O  0.322  -2.417  -1.033  -0.08
C  1.231  -2.037  -2.042  -0.20
C  0.891  -0.839  -2.945  -0.24
O  -0.202  -1.022  -3.785  -0.03
H  -0.480  -1.918  -1.177  0.08
H  2.209  -1.918  -1.493  0.10
H  1.264  -2.957  -2.653  0.13
H  1.760  -0.627  -3.556  0.10
H  0.827  0.063  -2.336  0.11
H  -0.822  -0.302  -3.769  0.03
O  1.219  0.843  0.532  -0.10
C  1.210  0.405  1.871  -0.23
C  0.634  -0.982  1.974  -0.23
O  1.432  -1.995  1.339  -0.13
H  2.085  0.631  0.101  0.08
H  2.251  0.590  2.229  0.14
H  0.522  1.085  2.402  0.12
H  -0.399  -0.895  1.476  0.14
H  0.426  -1.311  3.034  0.13
H  0.883  -2.227  0.551  0.04
O  -4.571  -2.237  5.445  -0.06
C  -3.430  -1.535  5.028  -0.25
C  -3.796  -0.625  3.895  -0.28
O  -4.849  0.275  4.102  -0.04
H  -4.864  -2.860  4.771  0.09
H  -3.270  -0.881  5.852  0.12
H  -2.636  -2.229  4.826  0.12
H  -3.894  -1.320  3.090  0.11
H  -2.907  -0.009  3.796  0.12
H  -5.528  -0.181  4.576  0.08